Here is 15 unconnected molecules or ions with the total composition C77H89F8N16O31S8 at a distorted geometry from the OMol25 dataset. Energies are from the ωB97M-V functional and the def2-TZVPD basis.

Results
- HOMO (eV) = -11.4
- E (eV) = -276998.7331
- strongest force on any atom (eV Å⁻¹) = 5.97
- net charge = +3

Last column: Löwdin charge in e.
Geometry (Å):
C1 3.96348 -3.98824 -2.42487  0.04
N1 4.82140 -2.82978 -2.73708  -0.07
C2 6.12545 -2.91360 -2.44905  0.00
C3 6.92713 -1.82269 -2.68720  0.05
C4 6.36651 -0.60187 -3.15411  -0.07
C5 5.00302 -0.62227 -3.49945  0.01
C6 4.25256 -1.71667 -3.22472  -0.02
C7 7.33297 0.52514 -3.38250  -0.07
C8 8.40243 0.82958 -2.48842  0.05
C9 9.13342 1.93320 -2.77946  -0.02
N2 8.82631 2.80128 -3.80275  -0.04
C10 7.93260 2.47139 -4.70973  0.00
C11 7.25584 1.31221 -4.53569  0.02
C12 9.69849 4.02113 -3.96304  0.03
H1 2.95064 -3.62431 -2.42546  0.09
H2 4.16887 -4.25033 -1.41192  0.05
H3 4.11253 -4.73607 -3.19513  0.12
H4 6.51402 -3.83902 -2.04714  0.15
H5 7.96973 -2.00450 -2.56497  0.11
H6 4.50683 0.29069 -3.81259  0.10
H7 3.19026 -1.73779 -3.43057  0.15
H8 8.69761 0.28022 -1.62046  0.10
H9 10.02021 2.13958 -2.16951  0.15
H10 7.66867 3.16656 -5.49375  0.16
H11 6.50059 1.09540 -5.25016  0.11
H12 10.33544 4.23771 -3.09160  0.10
H13 9.07799 4.93392 -4.05798  0.10
H14 10.23825 3.89012 -4.91609  0.11
C13 -4.42359 9.99626 -2.68602  0.05
N3 -3.63276 9.29350 -1.62776  -0.07
C14 -2.68657 8.44697 -2.09498  0.01
C15 -2.07234 7.62963 -1.21089  0.07
C16 -2.37896 7.67349 0.19251  -0.07
C17 -3.40326 8.58764 0.57382  0.05
C18 -4.00873 9.37231 -0.34108  0.01
C19 -1.69607 6.79257 1.13472  -0.12
C20 -1.40611 7.23106 2.43505  0.04
C21 -0.69079 6.45501 3.29929  0.05
N4 -0.28098 5.21796 2.87952  -0.05
C22 -0.35893 4.85028 1.61629  0.02
C23 -1.08197 5.61632 0.70539  0.07
C24 0.37386 4.25192 3.78586  0.04
H15 -5.25212 9.31093 -2.89640  0.12
H16 -3.79388 10.08798 -3.55249  0.10
H17 -4.82250 10.93657 -2.32584  0.11
H18 -2.46581 8.33162 -3.13643  0.15
H19 -1.28071 6.96702 -1.61142  0.14
H20 -3.73426 8.73193 1.59294  0.14
H21 -4.78503 10.07876 -0.14056  0.15
H22 -1.80390 8.16544 2.83004  0.14
H23 -0.46064 6.64383 4.33602  0.16
H24 0.15009 3.96012 1.28132  0.15
H25 -1.06573 5.23914 -0.30518  0.09
H26 0.77656 4.78342 4.65463  0.13
H27 1.16087 3.69860 3.26571  0.08
H28 -0.33650 3.54461 4.16992  0.10
C25 -1.62084 -6.60214 5.45303  0.03
N5 -0.44919 -5.71459 5.31796  -0.09
C26 -0.60815 -4.39926 5.49155  0.03
C27 0.43443 -3.48090 5.48241  0.06
C28 1.71189 -3.88930 5.17122  -0.09
C29 1.87645 -5.28317 4.95638  0.06
C30 0.80357 -6.16603 5.05881  0.00
C31 2.83634 -2.91033 5.03706  -0.11
C32 3.80422 -2.73069 6.02782  0.03
C33 4.81694 -1.85347 5.88318  -0.01
N6 4.96239 -1.09953 4.77461  -0.03
C34 3.99210 -1.19662 3.81040  -0.01
C35 2.93509 -2.07790 3.89120  0.03
C36 5.91229 0.09275 4.83425  0.05
H29 -2.03634 -6.60316 6.45122  0.11
H30 -1.32658 -7.62494 5.21098  0.10
H31 -2.33715 -6.31310 4.66927  0.11
H32 -1.61995 -4.11018 5.71670  0.14
H33 0.24917 -2.45526 5.68055  0.07
H34 2.83781 -5.64239 4.59653  0.14
H35 0.91973 -7.25306 5.01214  0.14
H36 3.69788 -3.29242 6.94362  0.14
H37 5.63707 -1.74726 6.58267  0.15
H38 4.15508 -0.53009 2.96146  0.13
H39 2.20605 -2.14277 3.04685  0.15
H40 5.23701 0.92071 5.15833  0.09
H41 6.35966 0.32500 3.85906  0.09
H42 6.66732 -0.13720 5.56219  0.09
C37 -6.22458 -3.51062 0.96448  0.03
N7 -7.25173 -4.43206 0.44970  -0.03
C38 -8.42935 -4.50575 1.03873  -0.01
C39 -9.30227 -5.56807 0.70982  0.05
C40 -8.90400 -6.54506 -0.17131  -0.12
C41 -7.60760 -6.43188 -0.73054  0.03
C42 -6.83192 -5.40315 -0.42371  0.01
C43 -9.76233 -7.70700 -0.55549  -0.10
C44 -9.31574 -9.03739 -0.58768  0.03
C45 -10.10967 -10.05250 -1.02105  0.03
N8 -11.37041 -9.75948 -1.48001  -0.08
C46 -11.83198 -8.50634 -1.51818  0.01
C47 -11.07590 -7.46168 -1.00194  0.08
C48 -12.26119 -10.81769 -2.08007  0.05
H43 -6.07712 -2.71774 0.25058  0.07
H44 -5.26721 -4.05345 0.98022  0.12
H45 -6.52398 -3.16151 1.93872  0.10
H46 -8.76510 -3.77945 1.75921  0.14
H47 -10.25345 -5.52830 1.21130  0.14
H48 -7.18787 -7.12231 -1.42891  0.13
H49 -5.82222 -5.31789 -0.79285  0.12
H50 -8.31183 -9.22143 -0.20937  0.14
H51 -9.75683 -11.08459 -1.21283  0.16
H52 -12.82312 -8.43288 -1.95656  0.16
H53 -11.49504 -6.47667 -1.03386  0.14
H54 -12.46089 -10.49760 -3.08937  0.10
H55 -13.20176 -10.88262 -1.49826  0.12
H56 -11.82261 -11.80767 -2.06196  0.10
C49 -3.47793 -0.62879 1.56077  0.04
N9 -1.99119 -0.32086 1.51939  -0.06
C50 -1.38750 0.10776 2.64780  0.04
C51 -0.01401 0.50115 2.59054  0.08
C52 0.74055 0.27062 1.41101  -0.10
C53 0.01287 -0.16155 0.31434  0.01
C54 -1.32668 -0.47435 0.38319  -0.01
C55 2.18115 0.59002 1.20313  -0.12
C56 2.85242 1.50902 1.97355  0.05
C57 4.14955 1.82278 1.59118  -0.01
N10 4.76221 1.25046 0.56949  0.01
C58 4.15356 0.30832 -0.18445  -0.03
C59 2.87314 0.00373 0.13571  -0.01
C60 6.19784 1.68357 0.40668  0.05
H57 -3.77645 -0.85145 0.52521  0.07
H58 -3.98922 0.22955 1.93178  0.09
H59 -3.57011 -1.43194 2.32157  0.08
H60 -1.90775 0.14544 3.59273  0.13
H61 0.48521 0.87951 3.48970  0.05
H62 0.41021 -0.22298 -0.69341  0.12
H63 -1.88005 -0.79932 -0.49161  0.13
H64 2.48862 2.08299 2.82766  0.10
H65 4.69027 2.56992 2.12190  0.08
H66 4.68099 -0.20167 -1.00868  0.12
H67 2.46873 -0.81697 -0.43844  0.11
H68 6.80485 0.88931 -0.03660  0.08
H69 6.63428 1.92688 1.38124  0.11
H70 6.29914 2.57247 -0.20379  0.07
C61 2.90298 1.77069 -7.35325  0.07
N11 1.68601 1.66550 -6.43833  -0.06
C62 0.56297 1.15942 -6.94960  -0.02
C63 -0.52359 0.99856 -6.16744  0.04
C64 -0.47556 1.39427 -4.82201  -0.08
C65 0.74612 1.91336 -4.34207  0.09
C66 1.80589 2.08877 -5.19551  0.03
C67 -1.72873 1.44622 -4.04165  -0.07
C68 -1.61530 2.06733 -2.81035  0.01
C69 -2.68173 2.32206 -2.02904  0.00
N12 -3.90223 1.85854 -2.31697  -0.05
C70 -4.04303 1.11606 -3.43574  -0.03
C71 -3.01632 0.92077 -4.32032  0.05
C72 -5.11836 2.21567 -1.53558  0.05
H71 2.78526 0.93836 -8.04071  0.10
H72 3.82502 1.71994 -6.79102  0.08
H73 2.94103 2.73727 -7.85047  0.11
H74 0.67577 0.78385 -7.95737  0.15
H75 -1.42706 0.58513 -6.62816  0.14
H76 0.88809 2.22653 -3.28444  0.11
H77 2.75345 2.54480 -4.94678  0.12
H78 -0.80347 2.62015 -2.41941  0.04
H79 -2.53343 2.85185 -1.11340  0.14
H80 -5.02349 0.71428 -3.66914  0.15
H81 -3.28338 0.29603 -5.15920  0.12
H82 -5.77067 1.32815 -1.52248  0.07
H83 -5.64197 3.02517 -2.05841  0.11
H84 -4.80554 2.56844 -0.56436  0.10
N13 6.61653 -2.42738 0.76570  -0.29
S1 5.56290 -3.46882 0.98632  0.47
O1 5.09904 -3.75170 2.31833  -0.28
O2 5.59150 -4.54180 0.07163  -0.29
F1 4.27933 -2.60963 0.44930  -0.23
S2 8.17106 -1.99346 0.82251  0.44
O3 8.58055 -1.74508 -0.47892  -0.27
O4 8.85402 -2.83918 1.70672  -0.21
F2 8.09183 -0.65130 1.45279  -0.09
N14 -4.27992 -3.53630 -2.03896  -0.31
S3 -4.58421 -2.14866 -2.60443  0.41
O5 -4.00673 -1.76202 -3.85216  -0.28
O6 -4.34013 -1.15545 -1.61945  -0.32
F3 -6.12890 -2.17242 -2.67534  -0.13
S4 -3.21583 -4.68571 -2.60233  0.54
O7 -1.93547 -4.18675 -2.16339  -0.30
O8 -3.40409 -5.19752 -3.91685  -0.25
F4 -3.51270 -5.86195 -1.62943  -0.16
N15 -8.61765 -1.37742 0.55078  -0.32
S5 -7.62281 -0.04799 0.73788  0.53
O9 -8.23418 1.06280 1.38585  -0.24
O10 -7.01377 0.04968 -0.52430  -0.29
F5 -6.53629 -0.59006 1.69598  -0.14
S6 -9.85692 -1.88349 -0.20504  0.49
O11 -9.44545 -3.06618 -0.96849  -0.32
O12 -10.60638 -0.87885 -0.87352  -0.26
F6 -10.77020 -2.37725 1.01919  -0.19
N16 7.22802 5.40590 -0.31552  -0.28
S7 8.61737 5.18718 -0.78117  0.48
O13 9.02591 6.12706 -1.82173  -0.31
O14 8.85894 3.79421 -0.95273  -0.31
F7 9.66599 5.66488 0.31283  -0.16
S8 5.82576 5.25298 0.42712  0.49
O15 5.73259 4.48392 1.61750  -0.25
O16 4.83175 4.93442 -0.49135  -0.26
F8 5.59928 6.67061 0.94793  -0.11
O17 3.47679 3.95118 3.00335  -0.07
C73 4.24997 3.50988 4.18039  -0.65
O18 4.75133 2.33063 4.19562  -0.09
O19 4.36319 4.32305 5.12452  0.01
H85 3.51611 4.88362 2.87999  0.07
O20 1.41396 4.82661 -0.83706  0.03
C74 0.62764 3.77194 -1.43926  -0.72
O21 0.84921 2.50120 -1.32767  -0.06
O22 -0.31231 4.31392 -1.98677  -0.03
H86 2.31783 4.47872 -0.66825  0.09
O23 4.68210 3.97442 -3.34808  0.05
C75 4.63470 2.57671 -3.48371  -0.72
O24 4.75930 2.25715 -4.70903  -0.11
O25 4.56223 1.81835 -2.47577  -0.02
H87 4.71236 4.47157 -2.50461  0.07
O26 0.70440 -0.78606 5.42517  -0.02
C76 1.69230 0.31220 5.35542  -0.58
O27 1.35153 1.45889 4.79521  -0.10
O28 2.81215 -0.02038 5.75275  0.03
H88 -0.06716 -0.46732 4.93367  0.05
O29 -3.44252 -0.91953 6.37678  0.02
C77 -2.89402 -1.58947 5.18967  -0.73
O30 -1.67401 -1.82560 5.23310  -0.06
O31 -3.67383 -1.79609 4.25509  -0.03
H89 -2.81650 -0.73945 7.05895  0.06